No. 1
This record from the OMol25 dataset describes an isolated molecule of C3H3NO2 in a non-equilibrium geometry. The level of theory is ωB97M-V/def2-TZVPD.

The geometry in XYZ format:
```
9
Properties=species:S:1:pos:R:3:mulliken_charge:R:1
C -1.0969 -0.8508 -0.0056 -0.09
C -1.1929 0.4816 -0.0221 -0.24
C 0.9854 0.1007 -0.0146 0.58
N 2.2144 0.0334 0.0345 -0.56
O 0.1675 -1.2746 -0.0185 -0.38
O 0.0719 1.0451 -0.0468 -0.35
H -1.8665 -1.5992 0.0180 0.37
H -2.0133 1.1628 0.0224 0.38
H 2.7304 0.9010 0.0327 0.28
```

The value obtained for the HOMO energy is -8.77 eV. The SMILES is N=c1occo1. The value obtained for the energy above the lowest of the compared OMol25 structures with the same formula, charge and spin is 2.268 eV. For the largest force on an atom, the calculation gives 3.66 eV/Å.

---

No. 2
This record from the OMol25 dataset describes a cluster of 2 separate species, C8H20N2O4P in total in a non-equilibrium geometry. The level of theory is ωB97M-V/def2-TZVPD.

The geometry in XYZ format:
```
35
Properties=species:S:1:pos:R:3:mulliken_charge:R:1
C 4.0963 0.4318 0.6972 -1.41
C -2.8515 1.8354 -0.7818 -1.60
C 1.5941 -0.2113 1.9145 -2.58
C -1.8819 -1.6923 -1.2996 -1.89
C 2.8656 0.8405 0.0191 -0.80
C -3.1489 0.3662 -1.0568 0.01
C 1.5935 0.0045 0.3606 1.36
C -2.2272 -0.5467 -0.4022 0.88
N 1.4223 -1.1627 -1.7111 -0.52
N -2.1941 -0.0178 1.9494 -0.67
O 0.1318 2.2381 0.7311 -0.69
O 0.4452 1.4847 -1.7130 -0.83
O 1.5980 -1.2762 -0.2606 -0.39
O -2.7107 -0.9263 0.9190 -0.31
P 0.2293 1.1559 -0.2662 0.96
H 4.3914 -0.5934 0.5632 0.30
H 4.0783 0.7071 1.7898 0.24
H 4.8234 1.0306 0.2113 0.49
H -3.6682 2.5081 -0.9972 0.44
H -2.5517 1.9888 0.2737 0.36
H -2.0742 2.1689 -1.3254 0.40
H 2.3799 -0.8355 2.2012 0.61
H 1.6717 0.6868 2.3929 0.42
H 0.6508 -0.6163 1.9675 0.59
H -2.6883 -2.3429 -1.6277 0.45
H -1.1570 -2.4617 -0.8455 0.26
H -1.3828 -1.4488 -2.2107 0.39
H 2.9704 0.9279 -1.0952 0.42
H 2.5434 1.8142 0.1946 0.47
H -3.0524 0.3541 -2.2122 0.20
H -4.2378 0.0886 -0.7649 0.31
H 1.0553 -0.1951 -1.9278 0.26
H 2.3617 -1.2375 -2.0806 0.29
H -1.6567 0.6667 1.3394 0.17
H -1.5419 -0.6188 2.4039 0.40
```

The value obtained for the HOMO energy (spin up / spin down) is -3.30 / -3.59 eV. The value obtained for the energy above the lowest of the compared OMol25 structures with the same formula, charge and spin is 1.184 eV. For the largest force on an atom, the calculation gives 3.98 eV/Å. Its charge is -1.

---

No. 3
This record from the OMol25 dataset describes an isolated molecule of C6H12O. The level of theory is ωB97M-V/def2-TZVPD.

The geometry in XYZ format:
```
19
Properties=species:S:1:pos:R:3:mulliken_charge:R:1
C 2.1412 -1.4478 -1.1233 -1.28
C 0.7611 -1.1069 -0.5608 -0.18
C 0.7088 0.1225 0.3515 -0.71
C -0.6822 0.3345 0.9261 -0.10
C -1.2681 1.6590 1.3599 -0.80
C -1.9586 0.8510 0.3064 0.09
O -2.0585 1.3737 -0.9805 -0.53
H 2.5503 -0.6245 -1.7200 0.31
H 2.8669 -1.6782 -0.3337 0.32
H 2.0794 -2.3266 -1.7746 0.36
H 0.3753 -1.9755 -0.0077 0.29
H 0.0656 -0.9420 -1.3944 0.20
H 1.1029 1.0068 -0.1662 0.31
H 1.3758 -0.0490 1.2102 0.30
H -0.9697 -0.5136 1.5458 0.29
H -0.7876 2.5574 0.9754 0.26
H -1.6955 1.7798 2.3530 0.24
H -2.8557 0.2974 0.6115 0.29
H -1.7515 0.6822 -1.5784 0.34
```

The value obtained for the HOMO energy is -9.72 eV. The SMILES is CCC[C@H]1C[C@H]1O. The value obtained for the energy above the lowest of the compared OMol25 structures with the same formula, charge and spin is 1.366 eV. For the largest force on an atom, the calculation gives 0.53 eV/Å.

---

No. 4
This record from the OMol25 dataset describes a cluster of 5 separate species, C19H38O7 in total in a non-equilibrium geometry. The level of theory is ωB97M-V/def2-TZVPD.

The geometry in XYZ format:
```
64
Properties=species:S:1:pos:R:3:mulliken_charge:R:1
C 4.6536 -3.7327 0.1929 -0.18
C 5.7984 -3.5754 1.2046 -0.58
C 6.9579 -3.0477 0.3161 -0.42
O 6.4069 -2.7755 -0.9659 -0.39
C 5.3583 -3.6915 -1.1618 -0.49
H 4.0495 -2.8199 0.2459 -0.05
H 3.9388 -4.5459 0.3074 0.43
H 6.0776 -4.5510 1.5976 0.28
H 5.5760 -2.8662 1.9960 0.28
H 7.6925 -3.8613 0.2505 0.26
H 7.4358 -2.1410 0.6732 0.31
H 5.6966 -4.6695 -1.5275 0.28
H 4.7140 -3.2572 -1.9294 0.29
C -2.2213 1.3074 2.2689 0.11
C -1.4092 2.5585 2.5851 -0.48
C -2.3749 3.3645 3.4617 -0.60
O -2.9742 2.3567 4.2738 -0.45
C -3.2615 1.2691 3.3926 -0.40
H -1.5207 0.4780 2.3468 -0.08
H -2.6323 1.3919 1.2650 0.31
H -1.0978 3.1649 1.7338 0.23
H -0.5325 2.3912 3.2129 0.24
H -3.1801 3.7573 2.8216 0.28
H -1.9130 4.1148 4.0927 0.38
H -4.3006 1.3598 3.0455 0.28
H -3.2419 0.3514 3.9832 0.18
C 0.9075 4.5744 -5.2572 -0.50
C 0.2094 5.9541 -5.2010 -0.45
C 0.0311 6.2356 -3.7175 -0.47
O 0.0327 4.9753 -3.0710 -0.36
C 0.9336 4.1330 -3.7927 -0.31
H 1.9258 4.7041 -5.6189 0.28
H 0.3833 3.8667 -5.8926 0.27
H -0.7492 5.9808 -5.7216 0.24
H 0.8166 6.7008 -5.7152 0.29
H -0.8947 6.7418 -3.4494 0.29
H 0.8482 6.8602 -3.3253 0.27
H 0.6432 3.0913 -3.6685 0.11
H 1.9111 4.2864 -3.3179 0.30
C -3.2069 -2.8588 2.1143 0.36
C -3.6389 -2.7815 0.6263 -0.20
C -5.0602 -3.3398 0.6828 -0.51
O -5.0486 -4.2952 1.7448 -0.41
C -4.2095 -3.8065 2.7874 -0.56
H -3.2343 -1.8906 2.6179 -0.39
H -2.1772 -3.1972 2.2462 0.18
H -3.0256 -3.4011 -0.0204 0.18
H -3.5525 -1.7178 0.4124 0.23
H -5.3282 -3.9433 -0.1836 0.30
H -5.8227 -2.5684 0.8373 0.28
H -3.7532 -4.6756 3.2664 0.27
H -4.8112 -3.3222 3.5668 0.28
C 0.3915 -3.0469 0.0861 -0.28
O -0.1015 -1.9223 -0.6559 -0.34
C 0.0885 -0.7421 -0.0772 0.92
O 0.3762 -0.5719 1.0750 -0.60
O -0.2884 0.1806 -0.9611 -0.36
C -0.0218 1.5528 -0.7296 -0.28
H -0.3382 -3.2475 0.8662 0.03
H 1.3690 -2.8052 0.5025 0.19
H 0.5275 -3.8776 -0.5976 0.25
H 0.7857 1.7429 -0.0236 0.38
H -0.8835 2.1435 -0.4189 0.22
H 0.2695 1.9566 -1.6987 -0.06
```

The value obtained for the HOMO energy is -9.53 eV. The SMILES is COC(=O)OC.C1CCOC1.C1CCOC1.C1CCOC1.C1CCOC1. The value obtained for the energy above the lowest of the compared OMol25 structures with the same formula, charge and spin is 0.428 eV. For the largest force on an atom, the calculation gives 1.60 eV/Å.

---

No. 5
This record from the OMol25 dataset describes an isolated molecule of CH5OP in a non-equilibrium geometry. The level of theory is ωB97M-V/def2-TZVPD.

The geometry in XYZ format:
```
8
Properties=species:S:1:pos:R:3:mulliken_charge:R:1
C -0.1389 0.6615 -0.3566 -0.79
O -0.8038 -1.9356 -1.3198 -0.63
P -0.1940 -1.1610 -0.1143 0.36
H 0.0608 0.7587 -1.3949 0.27
H -1.0471 1.3240 -0.0484 0.29
H 0.6663 1.0359 0.2148 0.33
H 1.1007 -1.7664 0.1567 0.08
H -0.7646 -1.5045 1.1824 0.09
```

The value obtained for the HOMO energy is -9.95 eV. The SMILES is C[PH2]=O. The value obtained for the energy above the lowest of the compared OMol25 structures with the same formula, charge and spin is 0.263 eV. For the largest force on an atom, the calculation gives 3.99 eV/Å.